(1)
75
Properties=species:S:1:pos:R:3:forces:R:3 method="wB97M-V/def2-TZVPD" e_homo_ha="-0.374 / -0.373" molar_mass_da=924.08 gap_ev="6.6 / 6.7" total_charge=+1 spin_multiplicity=2
Ru 0.297501 0.185718 -0.188620 -0.80 0.81 0.92
C -2.161101 4.370491 2.247387 -0.07 0.01 0.02
N -3.041366 3.202319 2.292112 0.12 -0.01 -0.11
C -4.371810 3.227290 2.659680 0.25 0.46 0.13
C -4.821767 1.972982 2.620001 -0.04 -0.44 -0.13
N -3.764131 1.154419 2.222542 0.13 0.24 -0.18
C -2.646392 1.939522 2.008167 -0.67 -0.08 -0.10
S -1.008150 1.612280 1.671475 0.72 -0.46 -0.38
C -3.944821 -0.259164 2.063079 -0.04 -0.07 0.27
C -4.950857 -0.891600 2.788266 -0.11 0.11 0.25
C -5.168572 -2.237989 2.570594 -0.07 0.08 0.06
C -4.376975 -2.909214 1.652508 0.10 -0.06 -0.12
C -3.391754 -2.186453 1.006800 0.15 -0.08 0.00
N -3.176808 -0.886628 1.207775 0.23 -0.02 0.14
H -2.694284 5.216517 2.672600 -0.05 -0.05 0.00
H -1.873491 4.593916 1.224600 -0.01 -0.05 -0.09
H -1.260242 4.176921 2.820374 0.01 -0.03 0.08
H -4.884569 4.139833 2.917336 0.10 -0.06 -0.05
H -5.814448 1.600607 2.792925 0.06 -0.04 -0.09
H -5.545583 -0.352786 3.514290 0.06 -0.08 -0.05
H -5.953852 -2.752994 3.109634 0.05 0.03 0.00
H -4.521797 -3.961140 1.440183 0.03 0.08 0.02
H -2.743546 -2.655050 0.270854 0.00 -0.01 0.04
N 0.684742 -3.656436 2.151615 0.35 -0.02 0.16
C 0.030488 -3.762886 3.396352 0.19 -0.37 -0.28
C -0.069481 -4.976321 4.050958 0.00 -0.22 -0.17
C -0.740993 -5.051937 5.265760 0.05 -0.09 -0.06
C -1.318679 -3.919683 5.807273 -0.01 0.15 0.04
C -1.198151 -2.701707 5.145117 -0.25 0.12 0.13
C -0.507226 -2.630295 3.951849 0.03 0.48 0.02
S -0.159135 -1.064674 3.213429 -0.27 0.46 0.19
N 0.171223 -1.444675 1.581752 -0.50 0.98 -0.29
C 0.613378 -2.594631 1.295145 0.05 -1.05 0.20
C 1.083502 -2.854691 -0.080454 0.07 -0.52 -0.15
C 1.698823 -4.044983 -0.441462 0.08 -0.17 0.09
C 2.136114 -4.237640 -1.740103 0.08 -0.22 0.16
C 1.932196 -3.237274 -2.662128 -0.08 0.07 -0.13
C 1.306091 -2.087181 -2.229124 -0.10 0.17 -0.09
N 0.886558 -1.892709 -0.974608 0.34 1.22 -0.22
H 1.105794 -4.493628 1.806216 -0.01 -0.16 0.06
H 0.386305 -5.860628 3.613679 -0.07 0.04 0.06
H -0.810682 -5.997401 5.786666 0.02 0.00 -0.05
H -1.846452 -3.976664 6.749829 0.01 0.04 -0.02
H -1.626974 -1.797722 5.566837 0.03 -0.09 -0.01
H 1.872785 -4.826982 0.282423 0.05 -0.02 -0.12
H 2.633754 -5.156970 -2.020856 -0.02 0.01 0.05
H 2.259660 -3.331145 -3.688927 -0.04 0.05 0.05
H 1.140855 -1.276431 -2.920491 0.03 0.15 0.01
N -6.168284 0.731779 -0.371535 0.16 -0.03 -0.01
C -5.237733 0.329035 -0.914603 0.02 0.06 0.03
C -4.058140 -0.202598 -1.543547 -0.07 0.03 -0.13
C -4.144969 -1.196306 -2.504837 -0.18 0.07 0.04
C -2.965439 -1.688114 -3.025572 0.04 -0.13 -0.17
C -1.766929 -1.201491 -2.542907 0.02 0.12 -0.02
N -1.660213 -0.269232 -1.586227 -0.32 -0.28 0.31
C -2.803618 0.229490 -1.116615 0.02 0.18 -0.26
H -5.109569 -1.561480 -2.833521 0.03 0.01 -0.01
H -2.968814 -2.445777 -3.797913 0.02 0.05 0.02
H -0.848793 -1.566578 -2.967942 0.05 -0.08 0.03
H -2.729158 1.028288 -0.400882 0.04 -0.11 0.05
Cl -1.531389 3.133165 -1.284219 -0.08 0.05 -0.04
C -0.080179 2.672268 -2.116722 0.08 -0.24 -0.02
C 0.700531 1.604139 -1.659465 -0.12 -0.27 -0.33
C 1.884792 1.410608 -2.384154 -0.07 0.12 0.21
Cl 3.051244 0.279386 -1.769473 0.05 -0.15 -0.12
C 2.227804 2.120100 -3.528933 0.13 -0.12 0.04
Cl 3.684999 1.774585 -4.370816 0.00 0.01 -0.03
C 1.382593 3.121043 -3.983044 -0.03 0.13 -0.14
Cl 1.752371 3.983006 -5.419577 0.02 0.02 0.01
C 0.241122 3.422328 -3.252927 -0.07 -0.01 0.15
Cl -0.770119 4.711064 -3.767661 -0.02 0.04 -0.04
F 2.563917 1.951782 0.469541 -0.25 0.03 0.14
C 1.792455 0.968048 1.009831 0.57 -1.33 -0.22
F 2.655639 -0.115991 1.239302 -0.06 0.48 0.12
H 1.480305 1.321646 1.990329 -0.13 0.04 0.16

***

(2)
108
Properties=species:S:1:pos:R:3:forces:R:3 method="wB97M-V/def2-TZVPD" e_homo_ha=-0.038 molar_mass_da=1172.74 gap_ev=4.3 total_charge=-2
Ca -0.240146 0.541525 -0.000131 -0.17 -0.10 -0.01
C -3.009899 3.669918 1.329717 -0.05 0.05 0.04
C -3.168938 2.201829 0.921187 0.09 -0.03 0.14
C -4.270743 2.032203 -0.122644 -0.10 0.09 0.00
C -3.350439 1.332732 2.160174 -0.10 0.12 -0.13
C -4.609929 1.253678 2.753365 0.07 -0.02 -0.04
C -4.818792 0.520634 3.912248 0.17 -0.03 -0.05
C -3.745662 -0.155533 4.478791 -0.04 0.04 -0.02
C -2.476459 -0.100907 3.914388 -0.07 -0.09 0.22
C -1.334867 -0.880912 4.537397 -0.07 -0.07 0.03
C -1.685060 -2.360208 4.724722 -0.04 -0.04 0.05
C -0.884560 -0.255152 5.858526 -0.08 -0.01 0.10
C -2.262556 0.664884 2.754343 0.35 0.07 -0.24
N -0.998748 0.640800 2.138139 0.21 0.36 0.63
C 0.067207 1.192061 2.782366 0.03 -0.27 -0.25
O 0.025779 1.935856 3.765410 -0.07 -0.09 0.07
C 1.452807 0.752212 2.224721 -0.22 0.36 -0.31
C 2.269872 0.070774 3.086533 0.28 -0.09 -0.06
C 3.611785 -0.169189 2.616214 -0.14 0.00 0.19
C 3.989252 0.105325 1.359909 -0.20 0.13 -0.12
C 2.957359 0.568402 0.328320 -0.11 -0.24 -0.02
N 1.749401 1.087798 0.945643 0.45 -0.08 0.87
C 2.606817 -0.692312 -0.595583 -0.52 0.00 -0.04
O 3.499961 -1.499584 -0.905400 -0.06 0.01 -0.02
N 1.315674 -0.773715 -0.969534 1.05 -0.80 -0.18
C 0.904240 -1.862985 -1.786925 0.31 0.02 0.58
C 0.634352 -3.129741 -1.200374 -0.14 0.00 0.09
C -0.027213 -4.106275 -1.933588 0.03 0.05 -0.10
C -0.413493 -3.879367 -3.251235 0.05 0.06 0.14
C -0.066363 -2.679287 -3.839308 0.01 0.07 0.04
C 0.625109 -1.676814 -3.145598 -0.07 -0.05 -0.30
C 1.090539 -0.500539 -4.005316 0.07 -0.05 0.05
C 2.197024 -1.007053 -4.955672 0.01 0.09 0.11
C 1.608452 0.758038 -3.312041 0.08 0.13 0.00
C 1.050302 -3.450002 0.229503 -0.06 0.01 -0.05
C 2.307720 -4.327578 0.239616 -0.05 -0.02 0.03
C -0.040259 -4.152530 1.048057 -0.04 -0.01 0.02
H -2.837219 4.305467 0.453413 0.00 -0.06 0.04
H -2.171908 3.790305 2.021590 -0.04 -0.03 -0.04
H -3.916650 4.021760 1.834251 0.03 0.00 -0.02
H -2.242963 1.927672 0.418414 -0.05 -0.07 0.13
H -5.228923 2.424609 0.232853 0.03 0.00 -0.03
H -4.415615 0.982480 -0.385908 0.02 -0.01 0.03
H -4.006106 2.574994 -1.036300 -0.01 -0.04 0.07
H -5.443762 1.779103 2.298574 0.02 -0.01 0.01
H -5.803293 0.469001 4.361391 -0.02 0.00 0.01
H -3.898323 -0.743606 5.379702 -0.01 0.02 -0.03
H -0.498830 -0.840225 3.840466 0.02 -0.02 0.03
H -2.457620 -2.506154 5.488746 0.03 0.04 -0.05
H -0.797684 -2.915068 5.043124 -0.03 0.00 0.00
H -2.048214 -2.807170 3.794617 0.04 0.04 0.03
H -1.708462 -0.272742 6.583539 0.06 -0.01 -0.01
H -0.567727 0.778183 5.706094 -0.03 -0.10 -0.03
H -0.048665 -0.821313 6.282318 -0.01 0.03 -0.01
H 1.971177 -0.100290 4.111858 0.07 0.04 -0.01
H 4.356891 -0.548333 3.311649 -0.01 0.00 0.01
H 5.006110 -0.050628 1.022702 -0.03 -0.02 0.00
H -0.258498 -5.057853 -1.462825 0.01 0.05 -0.03
H -0.970849 -4.626583 -3.806273 0.02 0.01 0.02
H -0.341528 -2.493200 -4.874037 0.03 0.00 0.00
H 0.231212 -0.210984 -4.620611 -0.05 0.02 -0.04
H 3.065407 -1.316774 -4.365587 -0.04 0.02 -0.01
H 2.511380 -0.206022 -5.633471 -0.02 -0.03 0.04
H 1.879350 -1.861931 -5.554245 -0.07 0.00 0.01
H 2.552576 0.562030 -2.794969 -0.19 0.06 -0.18
H 0.907926 1.191130 -2.595617 0.11 -0.10 -0.23
H 1.796377 1.511708 -4.083931 0.04 0.03 -0.01
H 1.286885 -2.510721 0.728555 0.03 0.07 0.00
H 2.079790 -5.293534 -0.230629 0.08 0.07 0.02
H 2.627388 -4.516141 1.270727 -0.01 0.01 -0.07
H 3.120757 -3.842292 -0.295656 0.02 0.04 -0.03
H -0.158858 -5.197554 0.741611 0.00 0.04 0.00
H -1.015742 -3.671302 0.958546 0.15 -0.03 -0.01
H 0.236709 -4.152217 2.105651 0.00 -0.01 -0.02
I -1.842868 3.062076 -4.388122 0.06 0.13 -0.03
C -2.493669 1.222429 -3.688420 -0.10 -0.44 -0.20
C -3.368609 0.445846 -4.473632 0.21 0.24 0.16
C -3.828533 -0.761849 -4.033926 0.07 -0.11 0.25
I -5.124193 -1.835438 -5.275604 -0.05 -0.06 -0.03
C -3.447815 -1.257005 -2.753535 0.01 0.02 -0.06
C -3.924243 -2.452590 -2.165995 -0.11 0.06 -0.35
C -3.537894 -2.804187 -0.913418 0.20 -0.04 0.36
C -2.638814 -1.970534 -0.218190 -0.21 -0.09 0.09
N -2.151380 -0.877266 -0.733462 -0.20 0.23 -0.63
C -2.539728 -0.494930 -1.987615 0.05 0.11 0.18
C -2.001127 0.789765 -2.452670 -0.15 0.00 0.26
O -1.195209 1.454437 -1.720670 -0.87 0.15 -1.11
H -3.684412 0.821517 -5.437775 0.03 0.03 0.00
H -4.605892 -3.081942 -2.725511 0.01 0.03 0.00
H -3.895072 -3.714470 -0.449357 0.00 0.03 0.00
H -2.329292 -2.200538 0.796582 -0.05 0.02 -0.05
I 0.507404 3.690777 0.082684 -0.14 -0.04 -0.17
C 2.588744 3.941042 0.140596 0.21 -0.30 -0.07
C 2.847608 5.231519 0.503476 0.35 0.30 0.00
C 4.084734 5.858664 0.226103 -0.28 0.00 0.17
C 4.986721 5.185788 -0.522207 0.07 -0.21 -0.16
C 4.773931 3.821799 -0.875695 0.05 -0.02 0.05
C 5.773944 3.203101 -1.665978 -0.05 0.13 0.08
C 5.701413 1.875961 -1.935727 -0.10 -0.19 -0.02
C 4.693457 1.109286 -1.325273 0.33 -0.07 -0.26
C 3.694017 1.636158 -0.548991 -0.34 0.32 0.29
C 3.628161 3.085525 -0.419833 -0.08 0.01 0.13
H 2.050095 5.818217 0.939190 0.06 0.03 -0.01
H 4.257325 6.881500 0.538843 -0.02 -0.01 0.00
H 5.905573 5.658761 -0.854551 -0.03 -0.04 0.01
H 6.590436 3.816296 -2.031878 0.01 0.00 0.01
H 6.446256 1.387765 -2.555773 -0.03 0.02 0.04
H 4.726876 0.027769 -1.409940 0.05 0.11 -0.03

***

(3)
22
Properties=species:S:1:pos:R:3:forces:R:3 method="wB97M-V/def2-TZVPD" e_homo_ha=0.037 molar_mass_da=216.22 gap_ev=5.0 total_charge=-2
C -0.110898 2.388274 -1.070781 0.39 1.86 -1.09
C 0.418767 2.354807 0.218229 0.30 1.29 0.24
C -0.414818 1.230786 -1.765028 0.82 -0.90 1.26
C 0.732279 1.183385 0.862019 0.25 0.99 1.43
C -0.083074 0.053400 -1.074344 -0.34 0.97 -0.14
C 0.578321 -0.015666 0.171439 0.15 -0.90 1.15
C 0.816851 -1.286865 0.812178 1.67 0.23 -0.77
N -1.674604 -2.570146 0.834434 -1.35 1.11 2.00
N -1.280469 -1.449920 1.564389 -0.56 -1.03 0.32
O -1.227805 -1.654551 2.789963 -0.47 -0.08 -0.38
O 1.325477 -3.825610 0.663051 -0.21 1.10 -0.75
O 2.386508 -2.496174 -1.107828 -0.17 0.47 0.38
O 0.027717 -2.925950 -1.223126 0.04 0.47 0.45
S 1.171796 -2.680161 -0.292519 1.08 -1.71 1.27
H -0.151464 3.334187 -1.660221 -0.13 -0.42 0.82
H 0.673991 3.304360 0.735346 -0.39 -0.50 -0.40
H -0.801144 1.351814 -2.784869 -0.09 -0.67 0.47
H 1.031380 1.262414 1.951576 -0.09 -0.47 -1.41
H -0.404407 -0.921359 -1.234678 -0.67 -1.24 -1.94
H 1.428522 -1.289565 1.792405 -1.07 -0.23 -1.83
H -1.212711 -2.547030 -0.062500 0.11 -0.82 -0.53
H -1.727593 -3.423788 1.410142 0.74 0.48 -0.56

***

What did the third record say?
22
Properties=species:S:1:pos:R:3:forces:R:3 method="wB97M-V/def2-TZVPD" e_homo_ha=0.037 molar_mass_da=216.22 gap_ev=5.0 total_charge=-2
C -0.110898 2.388274 -1.070781 0.39 1.86 -1.09
C 0.418767 2.354807 0.218229 0.30 1.29 0.24
C -0.414818 1.230786 -1.765028 0.82 -0.90 1.26
C 0.732279 1.183385 0.862019 0.25 0.99 1.43
C -0.083074 0.053400 -1.074344 -0.34 0.97 -0.14
C 0.578321 -0.015666 0.171439 0.15 -0.90 1.15
C 0.816851 -1.286865 0.812178 1.67 0.23 -0.77
N -1.674604 -2.570146 0.834434 -1.35 1.11 2.00
N -1.280469 -1.449920 1.564389 -0.56 -1.03 0.32
O -1.227805 -1.654551 2.789963 -0.47 -0.08 -0.38
O 1.325477 -3.825610 0.663051 -0.21 1.10 -0.75
O 2.386508 -2.496174 -1.107828 -0.17 0.47 0.38
O 0.027717 -2.925950 -1.223126 0.04 0.47 0.45
S 1.171796 -2.680161 -0.292519 1.08 -1.71 1.27
H -0.151464 3.334187 -1.660221 -0.13 -0.42 0.82
H 0.673991 3.304360 0.735346 -0.39 -0.50 -0.40
H -0.801144 1.351814 -2.784869 -0.09 -0.67 0.47
H 1.031380 1.262414 1.951576 -0.09 -0.47 -1.41
H -0.404407 -0.921359 -1.234678 -0.67 -1.24 -1.94
H 1.428522 -1.289565 1.792405 -1.07 -0.23 -1.83
H -1.212711 -2.547030 -0.062500 0.11 -0.82 -0.53
H -1.727593 -3.423788 1.410142 0.74 0.48 -0.56